A structure of composition C2H3O3S2 in a non-equilibrium geometry, computed with ωB97M-V/def2-TZVPD.

Atoms and positions in Å:
C (-2.19, -1.95, -2.60)
C (0.15, -0.29, -1.02)
O (-1.21, -2.21, -3.14)
O (-3.13, -1.54, -2.07)
O (-0.93, 0.20, -1.73)
S (0.12, 1.03, 2.59)
S (1.08, 0.55, 0.04)
H (0.31, -1.39, -0.92)
H (-0.90, 1.12, -1.48)
H (-0.71, 0.00, 2.65)

Properties
Charge   -1
Calculated total energy   -1100.142969 a.u.
E_LUMO (alpha / beta)   2.87 / 2.87 eV
Energy relative to the best compared isomer or geometry (same formula, charge and spin)   1.426 eV
Frontier orbital gap (alpha / beta)   5.5 / 5.5 eV